Computed, not measured: a molecular structure, C30H20BrI2MgN3O2Se, with ωB97M-V/def2-TZVPD.

Each line ends with the Mulliken charge.
Positions of all 60 atoms, in Å:
Mg -0.86750 -14.31639 -11.74763  0.578
O -1.93627 -21.17620 -15.19081  -0.457
C -0.89496 -21.04640 -14.32793  0.584
O -0.03832 -21.95506 -14.24795  -0.594
C -0.71875 -19.74558 -13.64881  0.242
C 0.45070 -19.58255 -12.84746  -1.013
C 0.60368 -18.45791 -12.07870  -0.224
C -0.36709 -17.44279 -12.08247  0.598
C -1.52281 -17.59532 -12.88262  -0.336
C -1.68814 -18.71509 -13.67298  -0.874
N -0.12051 -16.25171 -11.37527  0.194
C 0.39221 -16.36653 -10.16775  0.135
C 0.23957 -15.26826 -9.26573  0.092
C 0.49195 -15.44042 -7.89057  -0.897
C 0.39898 -14.31961 -7.08967  -0.388
C -0.12773 -13.11339 -7.58256  -0.739
C -0.37165 -13.05234 -8.93306  -0.148
N -0.18231 -14.08044 -9.75873  0.212
H -2.23074 -22.13005 -15.12266  0.381
H 1.25511 -20.31152 -13.02944  0.370
H 1.48151 -18.31833 -11.43432  0.358
H -2.26968 -16.82485 -12.90613  0.467
H -2.58444 -18.82144 -14.26460  0.517
H 0.88617 -17.27123 -9.76294  0.337
H 0.90627 -16.35462 -7.43826  0.396
H 0.72087 -14.38976 -6.03346  0.380
H -0.26099 -12.22679 -6.95928  0.403
H -0.72945 -12.14032 -9.41531  0.429
I -1.79063 -13.83246 -14.92097  0.079
C 0.28990 -13.96178 -15.32155  0.173
C 0.72584 -14.28366 -16.56333  -0.517
C 2.00810 -13.91424 -16.91298  -0.403
C 2.81731 -13.23884 -16.03136  -0.902
C 2.41469 -13.06581 -14.69133  1.000
C 3.19390 -12.33305 -13.79165  -0.744
C 2.72568 -12.10440 -12.51999  -0.923
C 1.49080 -12.60657 -12.12538  -0.034
C 0.64899 -13.38221 -12.93492  -0.403
C 1.10468 -13.50529 -14.28533  0.688
H 0.02740 -14.78940 -17.27802  0.335
H 2.33901 -14.14036 -17.94712  0.333
H 3.83257 -12.96800 -16.33838  0.305
H 4.14654 -11.94518 -14.11830  0.368
H 3.32694 -11.58641 -11.76553  0.353
H 1.15901 -12.38877 -11.08187  -0.076
Se -3.96215 -15.21461 -8.41675  -0.249
C -3.33936 -14.68452 -10.02962  0.335
N -2.83516 -14.37740 -11.06260  -0.698
Br -7.05155 -18.38674 -13.78849  -0.188
C -7.21671 -17.12593 -15.19662  0.189
C -7.75718 -17.47095 -16.42476  -0.190
C -7.88226 -16.51634 -17.43451  -0.334
C -7.46421 -15.22172 -17.22669  -0.504
C -6.84762 -14.85119 -16.02123  -0.479
C -6.71098 -15.79485 -14.98429  -0.024
I -5.70966 -15.21983 -13.25411  0.203
H -8.17160 -18.50911 -16.63250  0.288
H -8.33535 -16.81963 -18.39586  0.322
H -7.59135 -14.45654 -18.02838  0.305
H -6.42388 -13.86807 -15.88545  0.390

Calculated values
Total charge: 0
Gap between HOMO and LUMO in eV: 5.6702
Highest occupied orbital energy in eV: -7.62
Relative energy (zero: lowest compared OMol25 entry of this formula, charge and spin) in kJ/mol: 0.0



Computed, not measured: 3 unconnected molecules or ions with the total composition C30H21BrNO4, with ωB97M-V/def2-TZVPD.

Each line ends with the Mulliken charge.
Positions of all 57 atoms, in Å:
C -3.61092 -2.22094 0.92713  -1.101
C -2.41603 -3.09544 1.33439  -0.196
N -1.37305 -3.34445 0.38127  -0.574
Br -0.63258 -1.59649 -0.13668  -0.312
H -4.45696 -2.39125 1.60375  0.410
H -3.35268 -1.16230 0.95800  0.258
H -3.92610 -2.45271 -0.09388  0.227
H -2.79036 -4.11769 1.50843  0.342
H -2.07377 -2.72310 2.33071  0.124
C -5.67798 1.90239 -6.64525  -0.468
C -5.06584 2.92810 -7.35923  -0.448
C -3.79558 3.35092 -7.01259  -0.573
C -3.13108 2.75329 -5.94686  0.232
C -3.74659 1.73194 -5.22827  0.103
C -5.02112 1.30658 -5.58370  -0.542
C -3.07043 1.07251 -4.05790  0.470
O -3.62223 0.18329 -3.45559  -0.646
C -1.71397 1.57122 -3.68617  0.041
C -1.06492 1.01214 -2.59228  -0.460
C 0.19652 1.46851 -2.23994  -0.230
C 0.81627 2.47189 -2.97242  -0.619
C 0.17414 3.03037 -4.06457  -0.570
C -1.09230 2.58622 -4.42526  0.229
C -1.75353 3.22213 -5.59782  0.616
O -1.20998 4.08798 -6.25235  -0.684
H -6.67100 1.56967 -6.91982  0.388
H -5.58379 3.39556 -8.18713  0.386
H -3.29200 4.14266 -7.55085  0.462
H -5.46996 0.50821 -5.00786  0.493
H -1.49963 0.22024 -1.99500  0.484
H 0.68885 1.02071 -1.38555  0.383
H 1.80309 2.81790 -2.69138  0.378
H 0.63130 3.81304 -4.65482  0.459
C 2.46036 0.56086 7.59226  -0.467
C 3.77825 0.22663 7.88953  -0.445
C 4.54845 -0.44651 6.95897  -0.565
C 4.00377 -0.79394 5.72711  0.233
C 2.68357 -0.46546 5.43253  0.178
C 1.91516 0.21671 6.36853  -0.534
C 2.05104 -0.83580 4.11813  0.387
O 0.91380 -0.51101 3.87702  -0.622
C 2.88985 -1.60401 3.15186  0.079
C 2.33344 -2.01076 1.94475  -0.407
C 3.11438 -2.71217 1.03819  -0.382
C 4.44057 -3.00849 1.32207  -0.470
C 4.99749 -2.60772 2.52456  -0.631
C 4.22625 -1.90837 3.44518  0.324
C 4.86021 -1.51189 4.73252  0.608
O 6.02341 -1.75681 4.98045  -0.688
H 1.85890 1.09020 8.32051  0.388
H 4.20120 0.49347 8.84984  0.384
H 5.57678 -0.71647 7.15865  0.461
H 0.89355 0.45919 6.10770  0.492
H 1.30483 -1.80829 1.66988  0.286
H 2.66318 -3.02877 0.10616  0.496
H 5.03958 -3.55718 0.60592  0.375
H 6.02620 -2.82653 2.77718  0.460

Calculated values
Total charge: -1
Gap between HOMO and LUMO in eV: 3.6457
Highest occupied orbital energy in eV: -2.56



Computed, not measured: a molecular structure, C30H21N8SV, with ωB97M-V/def2-TZVPD.

Each line ends with the Mulliken charge.
Positions of all 61 atoms, in Å:
V 0.36025 0.38155 -0.02084  0.097
C -0.89315 -0.64855 -3.92194  -0.848
C 0.28205 -1.14255 -4.49414  -0.457
C 1.47465 -0.79465 -3.91334  -0.669
C 1.47925 -0.04855 -2.71764  0.417
N 0.32895 0.28785 -2.08044  0.251
C -0.81465 0.05295 -2.74264  -0.020
N 2.65795 0.42665 -2.28584  -0.485
C 2.93645 0.80195 -1.09654  0.180
N 2.16205 0.56655 0.02826  -0.059
C 2.94715 0.83705 1.13726  -0.083
N 2.69465 0.46695 2.33516  -0.444
C 1.55475 -0.11135 2.76166  0.404
C 1.61695 -0.83565 3.96996  -0.699
C 0.46715 -1.34645 4.51726  -0.387
C -0.74465 -1.04225 3.89676  -1.055
C -0.72635 -0.34145 2.71166  0.061
N 0.39095 0.06495 2.09196  0.481
C 4.19705 1.44815 0.70826  0.145
C 5.27895 1.93895 1.41346  -0.304
C 6.36885 2.38775 0.67406  -0.644
C 6.36375 2.35975 -0.71654  -0.620
C 5.27155 1.87865 -1.43054  -0.306
C 4.19365 1.41685 -0.69784  0.029
H -1.84555 -0.80575 -4.40114  0.474
H 0.25005 -1.73615 -5.39324  0.482
H 2.42715 -1.06135 -4.34114  0.511
H -1.71245 0.47855 -2.30514  0.409
H 2.58225 -0.96855 4.43186  0.514
H 0.48815 -1.93495 5.42116  0.465
H -1.68225 -1.34365 4.33476  0.472
H -1.66655 -0.07525 2.24376  0.355
H 5.26695 1.97415 2.49066  0.544
H 7.23505 2.77255 1.18966  0.434
H 7.22395 2.72815 -1.25424  0.434
H 5.25895 1.86515 -2.50844  0.544
N -3.46795 -0.66735 -0.22714  0.136
C -3.66705 -2.04905 -0.35464  0.128
C -4.96095 -2.53695 -0.48544  -0.740
C -5.18665 -3.90155 -0.58734  -0.703
C -4.12415 -4.79125 -0.57474  -0.746
C -2.82515 -4.31695 -0.44914  -0.806
C -2.60615 -2.95625 -0.33824  1.073
S -0.92635 -2.37585 -0.19154  -0.301
N -1.12415 -0.73115 -0.06014  0.194
C -2.26235 -0.06825 -0.06654  -0.105
C -2.12345 1.36695 0.16116  1.320
C -3.17775 2.26535 0.35126  -1.274
C -2.90125 3.57595 0.69736  -0.683
C -1.57445 3.98115 0.82756  -1.030
C -0.57525 3.05575 0.59906  0.162
N -0.83255 1.78865 0.26996  0.871
H -4.30685 -0.10425 -0.25914  0.124
H -5.78985 -1.84675 -0.50604  0.452
H -6.19765 -4.26695 -0.67134  0.423
H -4.29805 -5.85175 -0.67194  0.430
H -1.98475 -4.99585 -0.44044  0.457
H -4.20285 1.94715 0.25146  0.528
H -3.70385 4.27135 0.87816  0.493
H -1.33215 4.99195 1.11536  0.466
H 0.47755 3.31765 0.69676  0.508

Calculated values
Total charge: +2
Gap between HOMO and LUMO (spin up / spin down) in eV: 6.3930 / 6.2497
Highest occupied orbital energy (spin up / spin down) in eV: -13.43 / -13.57
Expectation value of S²: 2.027
Multiplicity: 3



no.,maximum force (eV/Å),E (Ha)
1,3.90,-7240.9312
2,0.29,-4085.5657
3,3.78,-2935.6359